No. 1
# C15H34Cl2F6NPPdSSi4Te

C15H34Cl2F6NPPdSSi4Te as an isolated structure (ωB97M-V with the def2-TZVPD basis set, OMol25).

Spin multiplicity: 2
HOMO energy (spin up / spin down) (eV): -16.735 / -17.223
Charge: +3
ΔE to the lowest compared entry with this formula, charge and spin (kcal per mole): 7.6
Calculated total energy (hartree): -4459.06058

Atoms and positions in Å:
Te (2.0626, 1.6082, -1.8663)
Pd (0.8949, 3.0546, -0.0035)
Cl (-0.7085, 4.3758, -1.4952)
Cl (1.0691, 5.6325, 0.4373)
S (2.5681, 2.3365, 1.3419)
P (-2.0090, 0.9394, 0.5714)
Si (-3.8748, -1.8238, -0.0109)
Si (1.5141, -0.6555, -1.3810)
Si (0.7491, -1.5714, -3.6095)
Si (2.5834, -2.1206, 0.3536)
F (-1.6451, 2.4247, 0.9912)
F (-0.4335, 0.5133, 0.5741)
F (-2.1177, 0.4249, 2.0597)
F (-3.5570, 1.1849, 0.4843)
F (-2.3349, -0.7938, 0.0733)
F (-1.8542, 1.2399, -0.9943)
N (2.7580, 3.7864, 3.5598)
C (1.1482, 4.1776, 5.2293)
C (-4.7569, -1.0988, -1.4502)
C (4.3601, -1.8158, -0.0901)
C (2.4850, -2.1127, -4.0286)
C (-0.0026, -0.2716, -4.6845)
C (-0.4098, -2.9372, -3.1459)
C (0.2451, 3.4178, 4.4940)
C (1.9182, 3.0212, 2.8211)
C (-4.7047, -1.6755, 1.6146)
C (1.9495, -3.7990, -0.1003)
C (-0.1427, 5.9405, -0.8381)
C (-2.9565, -3.4004, -0.2925)
C (2.4216, 4.3404, 4.7385)
C (2.0655, -1.5020, 2.0154)
C (0.6326, 2.8236, 3.2986)
H (1.0014, -1.6416, 2.2041)
H (0.8693, -3.8889, 0.0209)
H (2.4126, -4.5234, 0.5782)
H (4.6522, -0.7748, 0.0498)
H (0.0056, -3.6285, -2.4128)
H (0.5225, 0.6826, -4.6850)
H (-3.6638, -4.2329, -0.3487)
H (-5.7626, -1.5196, -1.5212)
H (-1.3666, -2.5547, -2.7891)
H (-4.1032, -2.0938, 2.4222)
H (4.6019, -2.1219, -1.1090)
H (2.3174, -0.4528, 2.1657)
H (-0.6119, -3.5128, -4.0569)
H (-4.9644, -0.6464, 1.8603)
H (-4.8653, -0.0186, -1.3354)
H (0.0182, -0.6506, -5.7120)
H (-2.2765, -3.6147, 0.5334)
H (-0.0474, 2.1882, 2.7480)
H (2.6195, -2.0967, 2.7503)
H (-1.0460, -0.1011, -4.4168)
H (3.2839, -1.4334, -3.7222)
H (2.2257, -4.0901, -1.1147)
H (-4.2461, -1.3042, -2.3919)
H (3.6961, 3.9392, 3.2021)
H (0.3311, 6.5047, -1.6326)
H (3.1926, 4.9058, 5.2432)
H (2.5383, -2.1705, -5.1216)
H (-2.4026, -3.3857, -1.2332)
H (2.6923, -3.1049, -3.6258)
H (4.9714, -2.4282, 0.5820)
H (-0.7608, 3.2668, 4.8642)
H (-0.9896, 6.4545, -0.3994)
H (0.8747, 4.6312, 6.1706)
H (-5.6371, -2.2464, 1.5660)

Atomic forces in eV per Å
Te 0.0 0.5 0.1
Pd 0.4 0.1 -0.4
Cl 0.1 -0.2 0.1
Cl -0.1 0.1 0.1
S -0.2 0.0 -0.1
P 0.0 0.0 -0.2
Si 0.2 -0.1 -0.1
Si -0.3 -0.3 0.1
Si -0.1 0.1 0.3
Si 0.1 0.1 -0.1
F 0.0 0.2 0.0
F 0.0 -0.4 -0.1
F 0.0 0.0 0.0
F 0.0 0.0 0.1
F -0.2 0.0 0.1
F 0.0 -0.1 0.1
N 0.0 0.0 0.0
C 0.0 0.0 0.0
C 0.1 0.1 0.0
C 0.0 0.0 0.0
C 0.0 0.0 0.0
C 0.0 0.0 0.0
C 0.0 -0.1 -0.2
C 0.0 0.0 0.0
C 0.0 0.0 0.0
C 0.1 0.1 0.1
C 0.0 0.0 0.0
C 0.0 0.0 0.0
C -0.2 -0.1 -0.1
C 0.0 0.0 0.0
C 0.0 0.0 0.0
C 0.0 0.0 0.0
H 0.0 0.0 0.0
H 0.0 0.0 0.0
H 0.0 0.0 0.0
H 0.0 0.0 0.0
H 0.0 0.0 0.0
H 0.0 0.0 0.0
H 0.0 0.0 0.0
H 0.0 0.0 0.0
H 0.1 0.1 0.0
H 0.0 0.0 0.0
H 0.0 0.0 0.0
H 0.0 0.0 0.0
H 0.0 0.0 0.0
H 0.0 0.0 0.0
H 0.0 0.0 0.0
H 0.0 0.0 0.0
H 0.0 0.0 0.0
H 0.0 0.0 0.0
H 0.0 0.0 0.0
H 0.0 0.0 0.0
H 0.0 0.0 0.0
H 0.0 0.0 0.0
H 0.0 0.0 0.0
H 0.0 0.0 0.0
H 0.0 0.0 0.0
H 0.0 0.0 0.0
H 0.0 0.0 0.0
H -0.1 0.0 0.1
H 0.0 0.0 0.0
H 0.0 0.0 0.0
H 0.0 0.0 0.0
H 0.0 0.0 0.0
H 0.0 0.0 0.0
H 0.0 0.0 0.0

Here are the Löwdin charges for atoms 1 to 8, given in e: 0.77, 0.10, 0.61, 0.61, 0.60, 0.23, 0.60, 0.40

***

No. 2
# C37H23AsF5HgNS2

C37H23AsF5HgNS2 as an isolated structure in a non-equilibrium geometry (ωB97M-V with the def2-TZVPD basis set, OMol25).

Spin multiplicity: 2
HOMO energy (spin up / spin down) (eV): -3.815 / -4.179
Charge: -1
ΔE to the lowest compared entry with this formula, charge and spin (kcal per mole): 13.8
Calculated total energy (hartree): -5163.42107

Atoms and positions in Å:
Hg (-0.4813, 0.2575, -0.9698)
As (-0.0044, -2.9339, 0.0239)
S (-0.9754, 0.0500, 2.2422)
S (4.4296, 1.8532, 0.0880)
F (-3.2988, 0.5271, 0.3586)
F (-2.2968, -0.1770, 4.9456)
F (-5.8822, 0.5818, 0.9447)
F (-4.8956, -0.0887, 5.5018)
F (-6.7475, 0.2592, 3.5255)
N (2.4413, 0.3806, -0.6672)
C (-2.5735, -3.2413, 1.2288)
C (1.6361, -4.6552, -1.7669)
C (-3.1446, -5.7950, 0.3306)
C (4.7120, 0.1613, -0.1430)
C (4.6832, -2.5497, -0.6085)
C (-5.4350, 0.2385, 3.2334)
C (3.5157, -1.8358, -0.7927)
C (-4.9912, 0.3964, 1.9330)
C (2.8952, -3.1761, 3.0042)
C (-0.4017, 3.6441, -0.6967)
C (2.7190, 1.5982, -0.3614)
C (0.4696, 2.5716, -0.7645)
C (1.3917, -5.0459, 1.6044)
C (-4.0829, -5.1021, 1.0827)
C (5.8797, -0.5598, 0.0601)
C (1.0676, -5.0765, -4.0657)
C (5.8539, -1.9227, -0.1766)
C (1.3556, 5.0558, 0.1392)
C (-0.3673, -3.7234, -2.6973)
C (2.3115, -5.4642, 2.5544)
C (1.9917, -2.7600, 2.0384)
C (0.0452, 4.8974, -0.2951)
C (-0.0778, -4.3038, -3.9205)
C (1.9296, -5.2388, -2.9928)
C (-1.6326, -3.9230, 0.4594)
C (3.0642, -4.5300, 3.2537)
C (1.7883, 2.7231, -0.3328)
C (-2.6437, 0.1501, 2.6169)
C (0.4738, -3.9096, -1.5996)
C (3.5173, -0.4622, -0.5531)
C (-3.6415, 0.3605, 1.6458)
C (-3.1443, 0.0096, 3.9253)
C (2.2098, 3.9714, 0.1468)
C (-4.4904, 0.0495, 4.2270)
C (1.2391, -3.6916, 1.3272)
C (-1.9260, -5.2099, 0.0197)
C (-3.7902, -3.8261, 1.5442)
H (-3.3698, -6.7943, -0.0221)
H (1.2885, -5.5391, -5.0194)
H (3.7642, -4.8608, 4.0110)
H (4.7048, -3.6149, -0.8011)
H (-0.7424, -4.1581, -4.7626)
H (-2.3387, -2.2368, 1.5678)
H (2.5959, -2.3113, -1.1091)
H (0.7714, -5.7768, 1.0970)
H (-1.2545, -3.1088, -2.5790)
H (1.8284, -1.7044, 1.8496)
H (6.7512, -2.5063, -0.0163)
H (-1.4423, 3.5210, -0.9747)
H (6.7751, -0.0648, 0.4123)
H (-4.5158, -3.2844, 2.1381)
H (2.8312, -5.8276, -3.1115)
H (2.4366, -6.5208, 2.7594)
H (3.2156, 4.0847, 0.5353)
H (-0.6259, 5.7482, -0.3064)
H (3.4592, -2.4449, 3.5689)
H (-5.0455, -5.5504, 1.2957)
H (1.7061, 6.0210, 0.4830)
H (2.3157, -4.7785, -0.9309)
H (-1.2095, -5.7543, -0.5856)

Atomic forces in eV per Å
Hg 0.3 1.0 0.2
As 0.0 0.1 0.1
S 0.5 0.0 -0.3
S -0.3 -0.1 -0.1
F 0.0 0.0 0.0
F 0.0 0.0 0.0
F -0.1 0.0 0.0
F 0.0 0.0 0.0
F 0.0 0.0 0.0
N -0.5 0.1 0.0
C 0.1 0.2 0.0
C 0.0 0.0 0.1
C -0.1 -0.1 0.0
C -0.2 0.0 0.0
C 0.0 -0.1 -0.1
C 0.1 0.0 0.0
C -0.1 0.1 -0.1
C -0.1 0.0 0.0
C 0.1 0.0 0.1
C 0.0 0.2 -0.2
C 0.7 -0.2 0.2
C -0.4 -1.4 0.2
C -0.1 0.0 0.0
C 0.0 0.0 0.0
C 0.0 -0.1 0.0
C 0.0 0.0 -0.1
C 0.1 0.1 0.0
C 0.0 0.1 0.0
C -0.1 0.1 0.1
C 0.0 -0.1 0.0
C -0.2 0.0 0.0
C 0.0 0.0 0.0
C 0.0 -0.1 0.0
C 0.0 -0.1 -0.1
C -0.1 0.0 0.1
C 0.0 0.0 0.0
C -0.5 0.5 -0.1
C -0.6 0.1 0.0
C 0.1 -0.1 -0.1
C 0.7 0.0 0.1
C 0.2 -0.1 0.2
C 0.1 0.0 -0.3
C 0.1 -0.2 -0.1
C 0.0 0.0 0.1
C 0.0 0.1 0.0
C 0.1 0.0 -0.1
C -0.1 -0.1 0.0
H 0.0 0.0 0.0
H 0.0 0.0 0.0
H 0.0 0.0 0.0
H -0.1 0.0 0.0
H 0.0 0.0 0.0
H 0.0 0.0 0.0
H 0.1 0.0 -0.1
H 0.1 0.0 -0.1
H 0.0 0.0 -0.1
H 0.1 0.0 0.0
H 0.0 0.0 0.0
H 0.0 0.0 0.0
H 0.1 0.0 0.0
H 0.0 0.1 0.0
H 0.0 0.0 0.0
H 0.0 0.0 0.0
H 0.0 0.1 0.0
H 0.0 0.0 0.1
H 0.0 0.0 0.0
H 0.0 0.0 0.0
H 0.0 0.0 0.0
H 0.0 -0.1 0.0
H 0.0 0.0 0.0

Here are the Löwdin charges for atoms 1 to 8, given in e: 0.64, 1.26, 0.45, 1.07, -0.01, 0.06, 0.09, 0.09

***

No. 3
# C6H9NO

A 2-piece molecular cluster, C6H9NO overall in a non-equilibrium geometry (ωB97M-V with the def2-TZVPD basis set, OMol25).

HOMO energy (eV): -8.048
ΔE to the lowest compared entry with this formula, charge and spin (kcal per mole): 24.5
Calculated total energy (hartree): -363.98527
SMILES: C=Cc1ccc[nH]1.O

Atoms and positions in Å:
O (-1.5509, 1.2162, 3.0078)
N (1.1250, -0.7797, -0.2365)
C (-0.1769, -2.3534, -1.0775)
C (0.0237, 1.3565, -0.6869)
C (-0.0109, -0.1199, -0.6843)
C (-0.7787, -1.0912, -1.2835)
C (1.0256, -2.1172, -0.4623)
C (0.7712, 2.0422, 0.1689)
H (-1.6755, -0.8912, -1.8458)
H (1.1291, 1.6558, 1.1119)
H (-0.3953, 1.8114, -1.5778)
H (-1.8419, 0.5231, 2.3964)
H (-1.8381, 2.0094, 2.5320)
H (0.9736, 3.0906, 0.0244)
H (-0.5391, -3.2784, -1.4125)
H (1.8868, -2.7153, -0.2588)
H (1.8725, -0.3588, 0.2842)

Atomic forces in eV per Å
O -0.4 0.1 -0.6
N -0.5 0.0 0.3
C 0.7 0.9 0.0
C 0.3 -1.0 -0.4
C 1.1 0.0 -0.1
C -0.7 0.4 0.1
C -0.1 0.4 0.0
C -0.4 0.7 0.3
H -0.2 -0.1 0.1
H 0.2 -0.4 -0.1
H -0.1 0.2 0.2
H 0.2 0.0 0.3
H 0.2 0.0 0.3
H -0.2 0.2 -0.1
H -0.3 -1.0 -0.4
H 0.0 -0.5 0.2
H 0.0 0.2 -0.1

Here are the Löwdin charges for atoms 1 to 8, given in e: -0.07, 0.05, -0.09, -0.12, -0.28, -0.06, -0.12, -0.01

***

No. 4
# C7H11O4P

One molecule with the formula C7H11O4P in a non-equilibrium geometry (ωB97M-V with the def2-TZVPD basis set, OMol25).

HOMO energy (eV): -9.262
Calculated total energy (hartree): -915.64832
SMILES: COC1=C(C(=O)O)[P@](C)(=O)CC1

Atoms and positions in Å:
P (-0.6393, 1.4520, -0.0584)
O (2.0850, 0.3161, -1.4370)
O (2.5322, 0.7200, 0.7605)
O (0.2713, -2.1619, 0.9405)
O (-0.2130, 2.6864, 0.6382)
C (-2.0925, 0.7123, 0.5968)
C (-0.8147, 1.8208, -1.8149)
C (0.4303, 0.2153, 0.2620)
C (1.7719, 0.4622, -0.1189)
C (-0.2322, -0.9143, 0.6919)
C (1.6625, -2.4629, 0.8218)
C (-1.7582, -0.7819, 0.8387)
H (-2.3555, 1.2088, 1.5582)
H (-1.8949, 1.8414, -2.1001)
H (-2.9249, 0.8392, -0.1048)
H (2.2725, -2.0552, 1.6408)
H (-0.3942, 2.7957, -2.0176)
H (-0.3252, 1.0582, -2.3689)
H (-2.2715, -1.4141, 0.1052)
H (2.0676, -2.1464, -0.1660)
H (3.0494, 0.4581, -1.4509)
H (-2.0526, -1.0946, 1.8685)
H (1.8260, -3.5551, 0.9143)

Atomic forces in eV per Å
P -1.1 4.3 0.2
O 0.4 0.3 0.8
O 2.0 0.5 -0.1
O -0.7 0.8 0.1
O 0.0 0.7 0.2
C -1.5 -0.9 0.7
C -1.5 -0.2 0.1
C -1.7 -4.5 -0.4
C 1.1 -1.1 0.5
C 1.2 0.1 -0.6
C 0.9 -0.2 -0.3
C 0.5 0.0 0.7
H 0.3 -0.2 -0.8
H 0.8 0.0 0.2
H 0.0 -0.1 0.3
H -0.4 0.4 -0.3
H 0.2 0.1 0.1
H 0.4 -0.6 -0.8
H 0.3 -0.1 0.2
H -0.3 -0.1 0.7
H -0.2 0.1 -0.3
H 0.2 0.0 -0.8
H -0.7 0.5 -0.2

Here are the Löwdin charges for atoms 1 to 8, given in e: 0.57, 0.11, 0.16, -0.06, -0.33, -0.23, -0.13, -0.20

***

What did the third record say?
# C6H9NO

A 2-piece molecular cluster, C6H9NO overall in a non-equilibrium geometry (ωB97M-V with the def2-TZVPD basis set, OMol25).

HOMO energy (eV): -8.048
ΔE to the lowest compared entry with this formula, charge and spin (kcal per mole): 24.5
Calculated total energy (hartree): -363.98527
SMILES: C=Cc1ccc[nH]1.O

Atoms and positions in Å:
O (-1.5509, 1.2162, 3.0078)
N (1.1250, -0.7797, -0.2365)
C (-0.1769, -2.3534, -1.0775)
C (0.0237, 1.3565, -0.6869)
C (-0.0109, -0.1199, -0.6843)
C (-0.7787, -1.0912, -1.2835)
C (1.0256, -2.1172, -0.4623)
C (0.7712, 2.0422, 0.1689)
H (-1.6755, -0.8912, -1.8458)
H (1.1291, 1.6558, 1.1119)
H (-0.3953, 1.8114, -1.5778)
H (-1.8419, 0.5231, 2.3964)
H (-1.8381, 2.0094, 2.5320)
H (0.9736, 3.0906, 0.0244)
H (-0.5391, -3.2784, -1.4125)
H (1.8868, -2.7153, -0.2588)
H (1.8725, -0.3588, 0.2842)

Atomic forces in eV per Å
O -0.4 0.1 -0.6
N -0.5 0.0 0.3
C 0.7 0.9 0.0
C 0.3 -1.0 -0.4
C 1.1 0.0 -0.1
C -0.7 0.4 0.1
C -0.1 0.4 0.0
C -0.4 0.7 0.3
H -0.2 -0.1 0.1
H 0.2 -0.4 -0.1
H -0.1 0.2 0.2
H 0.2 0.0 0.3
H 0.2 0.0 0.3
H -0.2 0.2 -0.1
H -0.3 -1.0 -0.4
H 0.0 -0.5 0.2
H 0.0 0.2 -0.1

Here are the Löwdin charges for atoms 1 to 8, given in e: -0.07, 0.05, -0.09, -0.12, -0.28, -0.06, -0.12, -0.01

***

Among the records above, which one has the highest calculated total energy?
C6H9NO

***

Look up the calculated total energy of the third one.
-363.98527 hartree